1.
64
Properties=species:S:1:pos:R:3:forces:R:3:lowdin_charge:R:1 method="wB97M-V/def2-TZVPD" energy_ha=-2312.6545 charge=-1 e_lumo_ha=0.092
Tl -0.6326 1.0098 3.3620 0.29 0.34 0.19 0.809
S 1.6542 3.5044 1.2722 0.96 -0.94 0.00 0.558
Si -1.7862 -0.6475 0.3677 -0.77 -0.32 -1.28 0.390
O 0.3081 3.8870 0.9882 -1.08 -0.14 -0.38 -0.334
O -0.9779 -0.4255 1.6835 0.53 0.32 0.95 -0.554
O 2.5074 4.5837 1.6785 0.65 0.17 0.43 -0.330
N 2.1170 0.3892 3.3802 0.63 -0.46 0.02 0.041
N 4.4716 0.9556 -3.3725 -0.23 0.42 0.20 0.080
N 3.8487 1.7411 2.4259 0.14 -0.01 0.01 0.134
N 1.5430 2.2527 2.3071 -0.54 0.98 -0.72 -0.177
C 1.5772 -2.4072 -1.3170 -0.81 0.33 -0.22 -0.089
C -2.8311 0.8678 -0.2412 0.30 -0.57 -0.37 -0.595
C 3.6633 3.2922 -0.6332 -0.19 0.16 0.68 -0.069
C -3.7489 0.5837 -1.4419 0.28 0.50 0.03 -0.096
C 1.2203 -2.6229 -2.6454 0.40 -0.15 -0.15 -0.124
C -0.0072 -2.1949 -3.1228 0.18 -0.31 0.39 -0.106
C 4.7337 0.8299 2.7945 0.08 0.17 -0.43 -0.157
C 0.6560 -1.7722 -0.4759 0.53 -0.17 -0.18 -0.081
C 3.7521 1.6141 -2.3481 0.06 -0.24 -0.40 -0.319
C -3.3631 -2.4869 1.8892 0.43 0.39 0.13 -0.084
C -4.9716 -4.0317 1.0360 -1.23 -1.06 0.03 -0.129
C -3.6966 1.3160 0.9223 0.24 0.77 0.19 -0.103
C 4.3874 -0.3633 3.4104 0.68 -0.15 0.25 -0.091
C 4.3228 2.6952 -1.6851 -0.24 -0.24 -0.07 -0.046
C 3.0374 -0.5098 3.6833 -0.56 -0.26 0.49 -0.157
C 2.5544 1.4787 2.7042 -0.21 0.36 -0.39 -0.514
C -3.7118 -2.6744 -0.4485 0.31 0.09 -0.81 -0.117
C -3.0308 -2.0607 0.5880 -0.18 -0.02 1.08 -0.193
C -1.8997 2.0021 -0.6406 -0.11 -0.03 -0.48 -0.100
C 2.4561 1.2185 -2.0203 0.08 -0.14 -0.04 -0.024
C -0.5919 -1.3393 -0.9342 0.02 0.14 0.43 -0.199
C -0.8984 -1.5774 -2.2592 -0.26 0.29 -1.11 -0.110
C -4.3296 -3.4580 2.1096 -0.02 0.25 0.66 -0.111
C 2.4224 2.8192 -0.2226 -0.42 0.30 0.08 -0.262
C 1.7930 1.8298 -0.9702 0.18 -0.31 0.47 -0.044
C -4.6683 -3.6432 -0.2524 -0.35 -0.46 -0.14 -0.108
H -3.0869 1.7247 1.7324 0.07 -0.09 0.05 0.040
H -5.7559 -4.8042 1.1857 0.61 0.59 0.01 0.104
H -1.8254 -1.2327 -2.7166 -0.01 -0.07 0.35 0.084
H 2.5483 -2.7139 -0.9661 0.13 -0.06 0.19 0.093
H 4.1613 0.0144 -3.5359 -0.02 -0.17 -0.01 0.072
H 0.9148 -1.5949 0.5586 0.00 0.06 0.12 0.093
H -4.6258 -3.7157 3.1318 0.24 -0.05 -0.35 0.099
H -0.2788 -2.4018 -4.1431 -0.09 0.10 -0.28 0.091
H -2.8348 -2.0477 2.7498 -0.27 -0.12 -0.47 0.102
H -4.3007 0.5271 1.3428 -0.38 -0.33 0.05 0.073
H 5.2961 3.0246 -1.9881 0.44 0.23 -0.05 0.098
H -4.4652 -0.1925 -1.2362 -0.45 -0.29 0.10 0.059
H -4.3338 2.1530 0.6014 -0.13 -0.18 0.02 0.086
H -1.2149 2.2639 0.1513 0.34 0.16 0.18 0.041
H -2.4819 2.9032 -0.8782 0.03 -0.01 0.04 0.091
H 5.7752 1.0591 2.5301 -0.32 -0.12 0.23 0.105
H 4.1039 4.1028 -0.0611 0.04 -0.12 -0.11 0.108
H -3.4557 -2.4205 -1.4670 -0.02 0.14 -0.18 0.088
H -1.3395 1.7374 -1.5520 0.00 0.10 0.28 0.084
H -5.1910 -4.1151 -1.0880 0.24 0.20 0.16 0.100
H 2.6252 -1.3789 4.1937 0.33 -0.09 -0.01 0.107
H 1.9906 0.3794 -2.5349 0.04 0.14 0.03 0.104
H 1.9006 -3.1247 -3.3314 0.00 0.05 0.16 0.092
H -3.1983 0.3050 -2.3386 0.15 -0.06 -0.04 0.058
H -4.2774 1.5194 -1.6969 -0.04 -0.26 0.10 0.084
H 5.1659 -1.0730 3.7166 -0.59 0.18 -0.19 0.090
H 5.4727 1.0081 -3.2605 -0.06 -0.05 0.01 0.076
H 0.8307 1.4375 -0.6715 -0.10 0.12 0.04 0.092

***

2.
108
Properties=species:S:1:pos:R:3:forces:R:3:lowdin_charge:R:1 method="wB97M-V/def2-TZVPD" energy_ha=-2568.9240 charge=0 e_lumo_ha=0.005
O 0.3682 3.4221 3.5957 0.12 0.30 -0.61 -0.033
O 2.0817 -1.5860 -5.2818 0.21 -0.01 0.07 0.085
O 3.4245 -1.0262 1.8594 0.34 0.60 0.40 -0.045
O -0.8239 -1.0404 6.5692 0.10 2.65 -2.41 -0.097
O 0.1425 -3.6952 1.6879 0.80 -0.25 -1.01 0.142
O -0.8403 3.6042 0.8782 -0.32 0.36 -0.49 -0.059
O 2.5981 -3.6549 3.6944 -0.15 0.23 0.94 -0.042
O 0.5369 -3.1968 -5.4415 0.29 0.44 1.11 0.027
O 0.2043 1.5052 5.7506 -0.08 0.74 -0.23 -0.048
O 2.7379 -1.4744 -0.9785 0.81 0.57 0.08 -0.106
O -0.5449 -1.6392 2.3496 0.44 -0.66 -1.14 0.022
O 3.3488 -3.9581 1.1145 0.21 -0.27 0.03 -0.039
O 0.9248 -2.1799 -3.3589 0.98 -0.11 -4.44 0.096
O -4.0956 0.1732 1.1364 -1.28 1.52 -3.98 0.092
O -3.1743 -4.1758 -2.3049 -0.48 -2.43 0.16 -0.049
O 2.5189 4.4290 2.0082 1.18 -0.01 0.31 -0.060
O -1.7526 -3.4131 2.6604 -5.25 -1.07 1.98 0.121
O -3.7369 1.4550 -0.8131 -2.16 -1.15 0.28 0.042
O -5.5289 0.1063 -0.6250 -0.36 -0.46 -0.50 0.072
O -1.2607 1.3894 -5.3137 0.18 -1.00 -1.30 -0.077
O 1.6281 6.4049 -2.5498 -0.20 0.79 0.37 -0.065
O 2.0772 -0.5733 4.6758 -0.52 0.40 0.55 -0.040
O -0.0915 0.5087 0.5129 -0.29 0.42 -0.14 -0.025
C 2.0767 -2.0427 -6.6310 0.30 -1.73 -1.61 -0.118
C -2.2814 -1.9813 8.0849 0.62 -0.60 0.90 -0.071
C -2.6969 -2.9287 -2.5864 0.60 1.29 -0.36 -0.359
C -1.5160 0.5064 -4.2325 0.28 1.90 1.82 -0.282
C -0.8492 -1.9522 7.5733 -0.67 -1.44 0.28 -0.342
C -2.6591 -2.1030 -1.3203 0.59 0.54 -0.41 -0.048
C 1.3577 -3.3892 -6.6175 0.05 0.55 0.80 -0.119
C 5.0329 -0.8934 -1.6006 -0.33 0.46 1.75 -0.076
C -4.4596 0.5469 0.0006 2.93 -0.10 2.73 -0.494
C 3.6837 3.3768 -0.0586 0.74 1.41 1.45 -0.083
C 2.4433 3.9454 0.7052 -0.44 -1.80 -2.03 -0.334
C -1.7400 -1.0803 2.8975 0.18 -0.28 -1.20 -0.096
C -2.6781 -2.3056 2.8314 0.06 0.98 0.99 -0.045
C -0.4554 5.3367 -2.6699 -3.59 0.47 0.04 -0.109
C -0.7125 -2.9886 2.1238 4.49 2.27 0.12 -0.659
C 1.1887 -2.2828 -4.5749 -1.79 -1.24 1.88 -0.453
C -1.0659 1.3577 -2.9963 0.40 -2.26 0.15 -0.061
C -5.5501 0.5803 -2.0010 -2.69 -1.48 1.28 -0.119
C 3.5845 -0.4298 -1.5534 -0.38 -0.77 -0.89 -0.275
C -4.5733 1.6496 -2.0164 1.99 0.40 0.31 -0.115
C 0.9289 5.2470 -2.9644 3.10 -0.79 -0.36 -0.376
H -3.3797 -2.3531 1.9985 0.12 0.39 0.11 0.122
H 4.4119 4.1805 0.0502 0.73 -0.33 -0.18 0.064
H 0.9867 0.9630 5.6502 0.36 -0.43 -0.16 0.005
H -0.5585 -2.8670 7.0567 0.01 -0.80 0.96 0.119
H 2.4667 -4.2935 0.9551 -0.61 0.00 -0.14 0.046
H 2.9406 -3.8641 2.8254 0.34 0.06 -0.34 -0.025
H 1.8948 -4.2889 3.8342 -0.21 -0.11 0.01 0.037
H -1.7257 -2.9670 -3.0796 0.29 -0.39 0.31 0.101
H -2.2633 -2.5566 9.0105 -0.27 0.11 0.24 0.071
H 0.2170 2.5850 4.0346 -0.13 -0.54 0.51 0.018
H 1.8753 3.0160 0.7466 -1.18 0.46 -0.29 0.091
H -1.4577 -0.6798 3.8711 -0.52 -0.31 0.23 0.120
H 0.4986 0.1719 1.1872 0.16 -0.30 0.35 0.034
H 3.2480 -1.9670 1.8484 -0.15 -0.36 -0.13 -0.011
H -0.9132 2.6502 0.8494 0.06 -0.44 -0.08 -0.004
H 1.9599 -4.2900 -6.4988 0.43 0.24 0.55 0.127
H 5.3605 -1.0077 -0.5674 -0.05 -0.81 0.18 0.069
H 0.1999 4.0804 4.2699 0.02 0.17 0.18 0.068
H -0.4576 3.7898 1.7357 0.16 0.00 0.44 -0.011
H -2.0950 -0.2740 2.2557 0.07 -0.04 0.06 0.102
H -2.3122 -1.1040 -1.5845 -0.73 0.53 0.15 0.060
H 5.0551 -1.8298 -2.1581 0.50 0.20 -0.02 0.079
H -3.6330 -2.1913 -0.8389 -0.02 0.61 0.11 0.080
H -3.0032 -2.4815 7.4393 0.23 0.24 -0.31 0.073
H 1.9382 3.8390 2.4943 -0.08 0.20 0.69 0.029
H -2.5511 0.1746 -4.1510 -0.43 0.40 -0.11 0.089
H -0.9540 0.6986 -2.1354 -1.11 0.06 0.59 0.041
H 5.7388 -0.1135 -1.8864 -0.28 -0.05 -0.95 0.077
H 1.2510 4.3956 -2.3648 0.76 -0.39 -0.35 0.101
H 0.2963 0.2177 -0.3124 0.14 -0.06 -0.21 0.020
H -4.1332 -4.1316 -2.3144 0.02 -0.20 0.11 0.090
H -1.0318 4.6928 -3.3342 0.10 -0.42 -0.02 0.069
H 1.9721 -1.6234 -1.5379 -0.05 0.02 -0.37 0.041
H -2.5855 -0.9571 8.3012 -0.14 -0.08 0.00 0.079
H -1.9833 2.0039 -5.4616 -0.14 -0.17 0.24 0.083
H -0.8578 6.3157 -2.9300 -0.02 0.28 0.50 0.089
H 0.8873 -3.5711 -7.5838 -1.04 0.34 0.45 0.131
H 3.0400 -2.3135 -7.0630 0.58 0.97 0.64 0.133
H -3.1903 -2.2641 3.7926 -0.19 -1.13 -0.12 0.131
H -0.6820 5.0077 -1.6557 -0.17 0.51 0.11 0.080
H 3.6824 -3.7372 0.2449 0.17 0.31 -0.23 0.057
H -0.1361 -1.2586 5.9360 0.20 0.18 -0.07 0.072
H 3.0094 -0.6948 1.0631 -0.12 -0.17 -0.29 -0.006
H 2.0065 4.7307 0.0883 -0.34 -0.25 -0.21 0.104
H 2.9736 -0.2383 4.6976 0.29 0.05 -0.23 0.051
H -1.8895 -2.3802 -0.5998 -0.02 -0.73 -0.10 0.078
H 4.0439 2.4528 0.3937 0.18 0.12 0.24 0.056
H 2.5609 6.3801 -2.7755 -0.07 -0.34 -0.07 0.081
H 0.0019 1.5708 -3.0460 -0.09 0.81 -0.91 0.078
H 1.1151 5.0782 -4.0250 0.08 -0.18 -0.14 0.117
H -5.4695 -0.2549 -2.6968 0.46 -0.04 0.22 0.133
H -6.5462 1.0108 -2.1042 -0.11 -0.30 -0.32 0.134
H 1.5596 -1.4107 -7.3530 -0.01 0.65 0.68 0.136
H 3.5905 3.1750 -1.1257 -0.73 0.26 0.02 0.058
H -5.1620 2.5660 -1.9764 1.04 0.50 -0.04 0.141
H 3.3953 0.5019 -1.0202 0.29 0.03 0.04 0.091
H -1.0017 -0.4544 -4.2534 0.68 0.36 -0.62 0.090
H 2.1763 -1.5253 4.6883 0.17 -0.55 -0.39 0.014
H 3.3309 -0.3072 -2.6063 -0.60 0.30 -0.01 0.101
H -0.4067 0.9561 6.2419 -0.28 -0.33 0.19 0.016
H -3.9424 1.4640 -2.8856 0.20 1.03 0.07 0.109
H -0.1303 -1.6748 8.3442 -0.02 -0.27 0.34 0.118
H -1.7020 2.2260 -2.8241 0.29 -0.11 0.15 0.066
H -3.3313 -2.5228 -3.3744 -0.25 0.80 0.06 0.106

***

3.
9
Properties=species:S:1:pos:R:3:forces:R:3:lowdin_charge:R:1 method="wB97M-V/def2-TZVPD" energy_ha=-267.1083 relative_energy_kcal_mol=53.0 charge=0 smiles="O=CO.C#C" e_lumo_ha=0.018
O -2.1067 -0.6722 0.6030 0.00 -0.09 0.92 0.073
O -2.4931 1.4429 0.0343 0.03 0.24 0.36 0.094
C 1.3985 0.5247 0.4564 0.23 0.07 0.08 0.007
C -2.2728 0.3202 -0.2755 -0.04 -0.29 -1.22 -0.429
C 2.5433 0.7636 0.2183 -0.34 -0.05 -0.03 0.004
H -2.1746 -0.0058 -1.3334 -0.05 0.04 0.23 0.143
H 3.5408 0.9934 -0.0119 0.57 0.09 -0.12 0.006
H 0.3992 0.3357 0.7269 -0.47 -0.10 0.10 -0.007
H -2.0338 -1.5442 0.2021 0.06 0.09 -0.32 0.111